{
  "formula": "C3H2ClN3O",
  "method": "ωB97M-V/def2-TZVPD",
  "energy_ha": -814.93917,
  "e_homo_ev": [-9.30, -9.30],
  "charge": 0,
  "homo_lumo_gap_ev": [7.6, 7.6],
  "e_lumo_ha": [-0.063, -0.062],
  "species": ["C", "C", "C", "N", "N", "N", "O", "Cl", "H", "H"],
  "xyz": [[-1.24220, 0.91962, -0.34645], [-1.26869, -0.46497, 0.25675], [1.46748, 0.39699, 0.40489], [-0.24886, 1.65266, -0.39333], [-0.28560, -1.23882, 0.31359], [1.12976, -0.77406, 0.00293], [1.91458, -1.66792, -0.25833], [2.91835, 1.04865, 0.02326], [-2.25368, 1.20225, -0.48782], [-2.13115, -1.07440, 0.48450]]
}